Below is a molecular structure, C39H39N9P2Pt, with properties calculated with the ωB97M-V functional and the def2-TZVPD basis.

Each line ends with the Löwdin charge.
CARTESIAN COORDINATES (ANGSTROEM)
Pt  0.1590  0.2022  -0.2429  0.86
C  -0.2916  -2.5040  2.4040  -0.26
C  0.9560  -1.6235  2.5165  -0.31
P  0.6394  0.0777  1.9837  0.89
C  -0.4526  0.7287  3.2671  -0.36
C  0.1238  1.1407  4.4722  -0.06
C  -0.6881  1.5119  5.5321  -0.05
C  -2.0707  1.4799  5.3985  -0.05
C  -2.6461  1.0772  4.2021  -0.05
C  -1.8389  0.7013  3.1376  -0.11
C  2.1892  0.9797  2.1669  -0.39
C  2.1944  2.3415  1.8535  -0.10
C  3.3640  3.0753  1.9542  -0.06
C  4.5393  2.4507  2.3580  -0.06
C  4.5397  1.0998  2.6678  -0.05
C  3.3657  0.3616  2.5751  -0.08
C  -0.4887  -3.0803  1.0036  -0.32
P  -1.0097  -1.8548  -0.2440  0.92
C  -1.0492  -2.7752  -1.8042  -0.39
C  -0.4427  -4.0153  -1.9788  -0.08
C  -0.5326  -4.6674  -3.2046  -0.06
C  -1.2321  -4.0897  -4.2514  -0.05
C  -1.8533  -2.8569  -4.0779  -0.06
C  -1.7611  -2.2036  -2.8629  -0.11
C  -2.7883  -1.6306  0.0584  -0.36
C  -3.6256  -2.7480  0.0034  -0.07
C  -4.9868  -2.6099  0.2088  -0.05
C  -5.5298  -1.3536  0.4575  -0.05
C  -4.7102  -0.2362  0.4863  -0.06
C  -3.3427  -0.3758  0.2820  -0.13
H  -1.1877  -1.9586  2.7153  0.10
H  -0.1896  -3.3319  3.1054  0.13
H  1.7756  -2.0268  1.9179  0.07
H  1.2904  -1.5752  3.5556  0.11
H  1.2002  1.1790  4.5836  0.11
H  -0.2397  1.8277  6.4644  0.12
H  -2.6989  1.7682  6.2309  0.12
H  -3.7229  1.0478  4.0975  0.12
H  -2.2929  0.3720  2.2141  0.06
H  1.2823  2.8307  1.5382  0.09
H  3.3620  4.1328  1.7236  0.12
H  5.4551  3.0215  2.4367  0.12
H  5.4530  0.6165  2.9889  0.12
H  3.3818  -0.6923  2.8209  0.11
H  -1.2641  -3.8487  1.0258  0.10
H  0.4339  -3.5554  0.6644  0.08
H  0.0950  -4.4925  -1.1712  0.10
H  -0.0644  -5.6344  -3.3325  0.12
H  -1.3091  -4.6060  -5.1990  0.12
H  -2.4166  -2.4135  -4.8883  0.12
H  -2.2604  -1.2499  -2.7243  0.11
H  -3.2166  -3.7290  -0.2128  0.11
H  -5.6282  -3.4799  0.1670  0.12
H  -6.5951  -1.2487  0.6142  0.12
H  -5.1354  0.7441  0.6592  0.11
H  -2.6988  0.4958  0.2629  0.06
N  1.3910  -1.1769  -3.0655  0.21
C  0.6042  -0.1416  -3.3396  -0.44
N  0.4104  0.1586  -4.6160  0.20
C  -0.3043  1.2538  -4.8607  -0.41
N  -0.5322  1.5879  -6.1259  0.21
N  -0.8093  2.0783  -3.9060  0.20
C  -0.5799  1.7035  -2.6812  -0.28
N  0.0845  0.5903  -2.3055  -0.01
C  -1.0494  2.5915  -1.5907  -0.20
C  -1.7418  3.7588  -1.8585  0.03
C  -2.1777  4.5312  -0.7953  -0.01
C  -1.9068  4.1078  0.4960  -0.01
C  -1.1987  2.9332  0.6813  -0.12
N  -0.7716  2.1893  -0.3445  -0.04
H  1.6776  -1.7560  -3.8380  0.14
H  1.4547  -1.5287  -2.1276  0.05
H  -0.1611  1.0165  -6.8654  0.13
H  -1.0670  2.4116  -6.3396  0.12
H  -1.9270  4.0334  -2.8866  0.12
H  -2.7266  5.4461  -0.9729  0.13
H  -2.2365  4.6746  1.3554  0.13
H  -0.9765  2.5709  1.6744  0.08
N  5.3489  2.1387  -1.0709  0.17
C  4.6539  1.0076  -0.8219  -0.36
C  3.2429  0.9797  -0.8538  -0.08
N  2.5753  -0.1333  -0.6029  -0.04
C  3.2800  -1.2385  -0.3334  -0.16
C  4.6607  -1.2009  -0.3048  -0.10
N  5.3504  -0.0917  -0.5324  0.15
H  4.8989  2.9923  -1.3425  0.11
H  6.3533  2.0932  -1.0736  0.12
H  2.6780  1.8752  -1.0840  0.11
H  2.7314  -2.1568  -0.1599  0.10
H  5.2320  -2.0962  -0.0882  0.12

Output
- Multiplicity: 1
- Total charge: +2
- LUMO: -5.57 eV
- ΔE to the lowest compared entry with this formula, charge and spin: 0.0 kcal per mole
- Kohn-Sham gap: 7.65 eV
- Highest occupied orbital energy: -13.227 eV

Below is a single C2HNO2S2 molecule, with properties calculated with the ωB97M-V functional and the def2-TZVPD basis.

Each line ends with the Löwdin charge.
CARTESIAN COORDINATES (ANGSTROEM)
C  -0.3992  -0.1539  0.9787  -1.02
C  0.5048  0.8572  -0.8103  -0.87
H  0.1631  -1.7970  0.0516  0.19
N  -0.5498  -1.0083  -0.0406  0.10
O  0.0475  -0.3039  -1.2009  -0.08
O  0.0540  1.0754  0.5713  0.00
S  -0.6436  -0.4817  2.4700  0.84
S  0.8231  1.8121  -2.0198  0.84

Output
- Multiplicity: 1
- Total charge: 0
- SMILES: S=c1[nH]oc(=S)o1
- LUMO: -0.56 eV
- ΔE to the lowest compared entry with this formula, charge and spin: 60.2 kcal per mole
- Kohn-Sham gap: 9.23 eV
- Highest occupied orbital energy: -9.782 eV

Below is 2 unconnected molecules or ions with the total composition C5H15N2S, with properties calculated with the ωB97M-V functional and the def2-TZVPD basis.

Each line ends with the Löwdin charge.
CARTESIAN COORDINATES (ANGSTROEM)
C  1.6566  0.9810  0.5643  0.31
N  -0.3015  -0.6309  -0.3739  0.08
C  -1.3261  0.0803  -1.1498  -0.33
C  -2.6914  -0.4888  -0.8347  -0.53
S  -3.3418  0.1211  0.7708  0.71
C  2.9134  0.4107  0.0058  -0.46
N  2.6816  -0.6622  -0.9589  0.05
C  3.7446  -0.0372  1.2195  -0.02
H  1.4591  2.0439  0.4883  0.13
H  1.2304  0.4390  1.4015  0.11
H  -0.3008  -0.2711  0.5922  0.06
H  -1.3132  1.1634  -1.0184  0.11
H  -1.1081  -0.0885  -2.2034  0.12
H  -3.4349  -0.3400  -1.6020  0.08
H  -2.6054  -1.5479  -0.6127  0.07
H  -3.6996  1.3374  0.3475  -0.14
H  3.4880  1.1507  -0.5580  0.15
H  0.6493  -0.2465  -0.6020  0.02
H  3.0906  -1.5428  -0.6773  0.10
H  2.9817  -0.4645  -1.9017  0.10
H  4.7542  -0.3129  0.9155  0.11
H  3.2356  -0.8533  1.7479  0.10
H  3.7597  0.7641  1.9669  0.10

Output
- Multiplicity: 1
- Total charge: +1
- LUMO: -7.48 eV
- ΔE to the lowest compared entry with this formula, charge and spin: 107.2 kcal per mole
- Kohn-Sham gap: 4.70 eV
- Highest occupied orbital energy: -12.178 eV